{
  "formula": "C8H15NO",
  "method": "wB97M-V/def2-TZVPD",
  "symbols": ["C", "C", "C", "C", "C", "C", "C", "C", "N", "O", "H", "H", "H", "H", "H", "H", "H", "H", "H", "H", "H", "H", "H", "H", "H"],
  "coordinates": [[1.440, -1.729, -0.492], [0.404, -0.612, -0.637], [0.523, 0.816, -0.044], [0.160, 1.935, -1.073], [1.727, 1.091, 0.719], [-0.554, -0.068, 0.393], [-0.532, -0.446, 1.858], [-2.187, -0.019, -0.034], [-2.539, -1.123, -0.830], [-2.973, 0.800, 0.338], [0.898, -2.527, -0.027], [2.249, -1.396, 0.025], [1.737, -1.793, -1.483], [-0.011, -0.720, -1.679], [1.070, 2.528, -1.373], [-0.522, 2.686, -0.632], [-0.141, 1.554, -1.978], [1.454, 0.870, 1.735], [2.045, 2.189, 0.598], [2.467, 0.329, 0.389], [-1.303, -1.176, 2.176], [-0.669, 0.395, 2.519], [0.356, -0.956, 2.041], [-1.807, -1.707, -1.165], [-3.291, -0.923, -1.344]],
  "forces_ev_per_angstrom": [[-3.369, 1.479, 0.161], [-0.557, 0.123, -0.630], [-1.302, 1.041, -4.794], [1.856, 1.481, 2.316], [1.171, 0.826, 0.774], [-3.535, -1.025, 0.677], [-1.639, -0.895, -0.250], [3.086, -0.969, -0.598], [3.268, 1.024, 3.550], [-0.159, 0.364, 0.146], [0.457, -1.102, -0.058], [2.359, 0.427, 1.964], [0.763, -1.384, -1.756], [0.092, 0.786, 1.171], [-0.531, -0.607, 0.549], [0.003, -0.523, -0.366], [-1.454, -0.933, -1.900], [0.713, 0.283, 0.856], [-0.169, -1.915, 0.317], [0.207, 1.227, 0.494], [0.072, 0.338, -0.565], [0.199, 0.469, 0.087], [1.861, -0.629, 0.776], [0.190, -0.150, -0.388], [-3.583, 0.265, -2.534]],
  "mulliken_charge": [-1.824, -1.155, 1.508, -1.961, -1.419, 1.944, -2.195, 0.055, -0.407, -0.578, 0.352, 0.399, 0.495, 0.708, 0.510, 0.342, 0.433, 0.309, 0.429, 0.188, 0.417, 0.361, 0.576, 0.294, 0.220],
  "max_force_ev_per_a": 5.08,
  "homo_energy_ev": -9.12,
  "smiles": "C[C@@H]1C(C)(C)[C@@]1(C)C(N)=O",
  "molar_mass_g_mol": 141.2
}